# 1
DFT (ωB97M-V/def2-TZVPD) results for 2 unconnected molecules or ions with the total composition C2H3PS3.

The geometry in XYZ format:
```
9
Properties=species:S:1:pos:R:3:mulliken_charge:R:1
C 0.555 -0.703 -0.765 -0.20
C 0.954 0.668 -0.479 -0.35
P -1.763 -1.075 0.309 0.00
S 1.659 -1.946 -0.498 0.03
S 2.767 1.076 -0.214 -0.04
S 3.264 -0.801 0.633 -0.11
H 0.619 1.339 -1.375 0.29
H 0.342 0.786 0.330 0.35
H -2.409 -1.641 -0.904 0.03
```

As for the electronic energy: -1613.7281 Ha. The LUMO energy (alpha / beta) comes out at -1.8 / -1.8 eV. The charge is 0.


# 2
DFT (ωB97M-V/def2-TZVPD) results for 18 unconnected molecules or ions with the total composition C2H40N2O17.

The geometry in XYZ format:
```
61
Properties=species:S:1:pos:R:3:mulliken_charge:R:1
C 1.089 1.049 0.033 0.75
C 1.040 -0.313 0.129 -1.19
N -0.002 -0.932 0.727 0.59
N 2.148 1.878 -0.334 -0.27
H 0.146 1.567 0.320 -0.28
H 1.969 -0.837 -0.117 0.50
H -0.751 -0.399 1.140 -0.29
H 0.034 -1.868 1.083 0.23
H 2.576 1.654 -1.241 0.39
H 2.850 1.946 0.406 0.13
H -1.881 1.175 3.673 0.32
H -2.404 1.429 2.140 0.22
O -2.419 0.897 2.933 -0.54
H -4.127 0.420 -0.281 0.38
H -3.264 1.682 0.147 0.30
O -4.014 1.135 0.374 -0.65
H -0.792 3.453 2.155 0.39
H -0.627 3.097 0.791 0.10
O -1.253 3.612 1.309 -0.68
H 0.393 4.227 -1.595 0.39
H 1.765 3.665 -1.537 0.30
O 1.312 4.515 -1.487 -0.67
H 3.910 -3.127 -0.189 0.27
H 3.057 -3.225 1.166 0.36
O 3.898 -2.983 0.760 -0.61
H -3.478 -1.694 -0.766 0.30
H -2.190 -0.880 -0.561 0.29
O -3.055 -0.866 -1.004 -0.68
H -0.874 -0.752 4.387 0.30
H 0.056 -0.643 3.222 0.32
O 0.077 -0.506 4.182 -0.68
H 1.229 3.876 1.670 0.37
H 2.166 2.756 1.966 0.25
O 1.409 3.205 2.349 -0.67
H 0.693 -0.060 -2.222 0.25
H -0.342 -0.691 -3.158 0.16
O 0.384 -0.929 -2.567 -0.50
H 0.434 -3.712 -2.345 0.46
H 1.111 -2.506 -1.825 0.28
O 1.217 -3.488 -1.813 -0.69
H 2.472 -0.789 2.115 0.26
H 4.057 -0.761 2.216 0.29
O 3.273 -0.287 1.931 -0.56
H -2.348 -3.560 -2.240 0.33
H -1.236 -2.608 -2.382 0.22
O -1.373 -3.551 -2.155 -0.64
H 1.225 -3.777 -0.041 0.41
H 0.211 -3.930 1.136 0.27
O 1.053 -3.506 0.905 -0.79
H 3.035 -2.669 -3.075 0.31
H 1.826 -1.547 -3.282 0.48
O 2.731 -1.858 -3.476 -0.67
H -1.436 3.400 -0.779 0.36
H -1.106 4.794 -0.652 0.33
O -1.539 4.208 -1.284 -0.72
H -1.862 2.001 -3.348 0.30
H -2.392 0.474 -3.259 0.30
O -1.674 1.073 -3.487 -0.63
H -2.861 -1.440 3.130 0.28
H -2.957 -0.845 1.784 0.32
O -2.587 -1.647 2.221 -0.63
```

As for the electronic energy: -1488.7113 Ha. The LUMO energy comes out at -0.5 eV. The charge is 0.


# 3
DFT (ωB97M-V/def2-TZVPD) results for 19 unconnected molecules or ions with the total composition C2H40O20.

The geometry in XYZ format:
```
62
Properties=species:S:1:pos:R:3:mulliken_charge:R:1
O 6.181 -21.314 -6.830 0.00
C 6.927 -20.564 -7.641 3.88
C 8.224 -20.582 -6.970 -2.62
O 9.144 -19.651 -7.453 1.39
H 6.510 -19.650 -7.890 -1.28
H 7.015 -20.939 -8.611 -1.29
H 8.800 -21.528 -7.020 1.10
H 8.026 -20.389 -5.881 1.15
O 6.475 -22.068 -10.872 -0.87
H 6.310 -21.138 -10.842 0.52
H 7.331 -22.157 -10.448 0.32
O 7.290 -20.711 -2.820 -0.61
H 8.116 -21.201 -3.052 0.33
H 6.722 -21.122 -2.123 0.28
O 11.125 -18.355 -8.252 -0.79
H 10.461 -18.908 -7.814 0.03
H 11.167 -18.685 -9.167 0.41
O 10.992 -20.257 -10.318 -0.67
H 11.789 -20.750 -10.185 0.29
H 10.275 -20.765 -9.952 0.27
O 8.446 -18.778 -9.840 -0.95
H 8.793 -19.098 -9.023 -0.21
H 7.610 -19.176 -9.893 0.43
O 7.409 -16.799 -8.428 -0.80
H 7.771 -17.458 -8.978 0.46
H 7.261 -17.284 -7.622 0.43
O 11.312 -21.300 -7.533 -0.66
H 12.007 -20.942 -6.972 0.32
H 10.657 -20.608 -7.688 -0.06
O 10.451 -19.354 -5.321 -0.75
H 9.722 -19.371 -5.975 0.15
H 11.074 -19.898 -5.709 0.35
O 7.855 -17.758 -6.000 -0.85
H 7.017 -18.150 -5.617 0.61
H 8.270 -18.390 -6.613 -0.21
O 5.414 -23.090 -8.634 -0.76
H 5.615 -22.492 -7.947 0.28
H 5.534 -22.569 -9.366 0.45
O 9.015 -22.081 -9.486 -0.87
H 8.829 -21.697 -8.620 0.15
H 9.510 -22.873 -9.297 0.28
O 5.640 -19.038 -5.228 -0.80
H 5.893 -19.286 -4.376 0.26
H 5.954 -19.680 -5.854 0.08
O 4.554 -17.884 -7.944 -0.56
H 4.454 -17.412 -8.761 0.32
H 5.048 -18.638 -8.184 0.17
O 9.529 -21.965 -4.333 -0.62
H 10.475 -21.881 -4.308 0.26
H 9.374 -21.992 -5.271 0.36
O 5.811 -19.596 -10.418 -0.71
H 5.349 -19.217 -11.191 0.23
H 5.135 -20.066 -9.970 0.33
O 7.507 -23.500 -6.082 -0.75
H 7.109 -22.679 -6.431 0.07
H 8.273 -23.559 -6.643 0.36
O 5.110 -22.020 -4.517 -0.74
H 5.442 -21.647 -5.305 -0.09
H 5.898 -22.206 -3.972 0.34
O 3.795 -20.544 -6.888 -0.77
H 4.723 -20.814 -6.943 0.23
H 3.764 -20.099 -6.077 0.40
```

As for the electronic energy: -1604.9729 Ha. The LUMO energy comes out at 4.5 eV. The charge is -2.


# 4
DFT (ωB97M-V/def2-TZVPD) results for a single C2H4B2O molecule.

The geometry in XYZ format:
```
9
Properties=species:S:1:pos:R:3:mulliken_charge:R:1
B -0.847 0.746 -1.636 -0.05
C 0.143 0.112 -0.695 0.06
C 0.673 -0.170 0.483 0.44
B 0.440 -0.583 1.935 0.04
O 1.457 -0.450 -0.599 -0.42
H -1.948 0.921 -1.277 -0.06
H -0.579 1.005 -2.844 -0.04
H 0.219 0.246 2.753 0.01
H 0.442 -1.827 1.879 0.02
```

As for the electronic energy: -203.3504 Ha. The LUMO energy (alpha / beta) comes out at -1.4 / -1.4 eV. As for the SMILES: BC1=C(B)O1. The charge is 0.


# 5
DFT (ωB97M-V/def2-TZVPD) results for a molecular structure, C2H4BaLiO.

The geometry in XYZ format:
```
9
Properties=species:S:1:pos:R:3:mulliken_charge:R:1
C -0.175 -1.397 0.153 0.45
H -0.628 -2.194 0.753 0.33
C 1.163 -1.413 -0.094 -1.23
H 1.808 -2.134 0.403 0.17
H 1.586 -0.870 -0.952 0.50
O -0.965 -0.401 -0.270 -0.74
Li -2.804 -0.338 -0.566 0.24
Ba 0.550 1.371 0.201 1.72
H -3.699 -1.727 0.093 -0.44
```

As for the electronic energy: -186.5720 Ha. The LUMO energy comes out at -5.4 eV. The charge is +1.


# 6
DFT (ωB97M-V/def2-TZVPD) results for a molecular structure, C2H4BiO.

The geometry in XYZ format:
```
8
Properties=species:S:1:pos:R:3:mulliken_charge:R:1
O 2.121 0.511 0.263 -0.23
Bi 0.579 -0.473 -0.321 1.62
C -1.671 0.599 0.043 -0.75
C -1.967 -0.715 -0.054 -0.44
H -1.505 1.058 1.022 0.46
H -1.691 1.243 -0.842 0.47
H -2.020 -1.349 0.837 0.44
H -2.218 -1.169 -1.017 0.42
```

As for the electronic energy: -367.4985 Ha. As for the expectation value of S²: 0.78. The LUMO energy (alpha / beta) comes out at -13.4 / -14.1 eV. The spin multiplicity is 2. The charge is +2.


# 7
DFT (ωB97M-V/def2-TZVPD) results for a molecular structure, C2H4Br2N2O.

The geometry in XYZ format:
```
11
Properties=species:S:1:pos:R:3:mulliken_charge:R:1
C -1.021 0.215 0.077 0.44
C 0.741 0.650 2.038 -0.50
N -0.661 -0.525 -2.263 -0.62
N -0.306 -0.349 -0.814 0.07
O -1.935 0.856 0.332 -0.33
Br 1.513 2.287 1.478 -0.06
Br 1.944 -0.863 1.966 -0.13
H 0.308 0.611 2.952 0.39
H -1.380 -1.205 -2.439 0.26
H 0.145 -0.839 -2.644 0.23
H 0.652 -0.841 -0.683 0.26
```

As for the electronic energy: -5411.2170 Ha. The LUMO energy (alpha / beta) comes out at 0.1 / -0.5 eV. The charge is 0.


# 8
DFT (ωB97M-V/def2-TZVPD) results for 2 unconnected molecules or ions with the total composition C2H4Br2S2.

The geometry in XYZ format:
```
10
Properties=species:S:1:pos:R:3:mulliken_charge:R:1
C 0.373 -0.616 -0.689 -0.85
C 1.309 0.449 1.097 -0.38
S -2.404 0.584 -0.893 -0.13
S -1.304 -1.143 -0.490 0.04
Br 0.331 -0.301 2.540 -0.06
Br 1.108 2.232 0.611 -0.07
H 1.054 -1.410 -0.810 0.36
H 0.596 0.228 -1.228 0.53
H 2.357 0.167 1.055 0.41
H -3.421 -0.190 -1.193 0.15
```

As for the electronic energy: -6022.9026 Ha. The LUMO energy comes out at 0.2 eV. The charge is 0.